1.
Formula: C63H156N12O12
Source: the Open Molecules 2025 dataset
Level of theory: ωB97M-V with the def2-TZVPD basis set

molar mass: 1274.013 g/mol
total charge: 0
E_tot: -4053.5790 a.u.
lowest unoccupied orbital energy: 0.27 eV
HOMO-LUMO gap: 8.29 eV

```
243
C63H156N12O12 (ωB97M-V with the def2-TZVPD basis set)
C 2.035 -1.647 7.163
C 1.464 -0.422 6.439
C 1.699 -0.584 4.922
C -0.049 -0.459 6.716
C -0.717 0.870 6.365
C -0.088 2.020 7.186
C 1.429 2.078 6.975
C 1.755 2.883 5.700
C 1.919 2.846 8.214
N 2.077 0.759 7.064
O 3.484 0.786 6.931
H 1.730 -1.767 8.208
H 1.674 -2.623 6.820
H 3.125 -1.651 7.192
H 2.763 -0.571 4.687
H 1.164 -1.455 4.548
H 1.287 0.292 4.412
H -0.492 -1.247 6.101
H -0.335 -0.706 7.740
H -0.707 0.973 5.278
H -1.755 0.767 6.692
H -0.337 1.715 8.204
H -0.588 2.951 6.929
H 2.832 3.085 5.746
H 1.380 3.907 5.670
H 1.592 2.362 4.757
H 1.519 2.391 9.118
H 1.623 3.900 8.229
H 3.007 2.875 8.300
H 3.593 1.131 6.023
C -3.993 2.336 -6.728
C -4.216 0.918 -6.115
C -3.375 0.790 -4.862
C -5.651 0.793 -5.594
C -6.701 0.696 -6.679
C -6.330 -0.458 -7.647
C -4.876 -0.469 -8.115
C -4.678 -1.916 -8.599
C -4.749 0.471 -9.321
N -3.923 -0.171 -7.018
O -2.596 -0.235 -7.458
H -3.858 3.149 -6.014
H -3.066 2.417 -7.309
H -4.727 2.550 -7.506
H -3.687 1.461 -4.059
H -3.264 -0.255 -4.570
H -2.337 1.129 -4.976
H -5.711 -0.108 -4.978
H -5.879 1.659 -4.971
H -7.691 0.484 -6.272
H -6.811 1.628 -7.240
H -7.040 -0.427 -8.473
H -6.516 -1.346 -7.038
H -5.414 -2.232 -9.336
H -4.792 -2.602 -7.754
H -3.670 -2.119 -8.968
H -5.340 1.387 -9.286
H -5.167 -0.088 -10.165
H -3.723 0.703 -9.606
H -2.384 -1.170 -7.370
C 1.216 4.070 1.465
C 2.225 4.961 0.704
C 2.952 4.089 -0.315
C 1.547 6.066 -0.126
C 1.088 7.248 0.712
C 2.231 7.843 1.512
C 3.067 6.835 2.297
C 4.489 7.441 2.499
C 2.429 6.597 3.673
N 3.232 5.573 1.568
O 4.065 4.648 2.258
H 0.804 4.541 2.357
H 0.449 3.731 0.768
H 1.753 3.178 1.794
H 3.531 3.258 0.104
H 2.331 3.537 -1.027
H 3.665 4.666 -0.909
H 2.047 6.331 -1.054
H 0.573 5.637 -0.388
H 0.630 7.999 0.064
H 0.281 6.986 1.404
H 1.804 8.502 2.272
H 2.877 8.422 0.848
H 5.151 6.982 3.228
H 4.419 8.499 2.768
H 4.894 7.504 1.485
H 1.341 6.594 3.630
H 2.741 7.415 4.331
H 2.863 5.755 4.215
H 4.876 4.848 1.775
C 7.558 0.143 0.634
O 6.291 0.247 1.262
C 6.278 1.075 2.411
C 4.914 0.837 3.109
C 3.774 1.208 2.217
N 4.843 1.572 4.386
H 8.271 -0.370 1.280
H 7.889 1.127 0.283
H 7.394 -0.390 -0.301
H 7.118 0.936 3.102
H 6.413 2.127 2.121
H 4.841 -0.222 3.365
H 2.875 0.891 2.752
H 3.712 0.737 1.237
H 3.635 2.281 2.070
H 4.892 2.549 4.084
H 5.735 1.509 4.876
C 5.797 2.928 -4.298
O 4.935 1.885 -3.875
C 5.156 1.491 -2.538
C 4.219 0.324 -2.186
C 2.840 0.734 -1.688
N 4.820 -0.531 -1.172
H 5.509 3.224 -5.305
H 6.779 2.462 -4.455
H 5.862 3.753 -3.589
H 6.190 1.139 -2.459
H 4.965 2.317 -1.841
H 4.074 -0.329 -3.050
H 2.257 1.320 -2.398
H 2.949 1.305 -0.760
H 2.259 -0.141 -1.393
H 5.587 -1.101 -1.498
H 5.082 -0.068 -0.302
C -1.225 0.145 -2.101
O -1.464 0.544 -0.765
C -1.230 -0.499 0.127
C -0.902 -0.040 1.546
C 0.427 0.700 1.646
N -0.952 -1.195 2.442
H -1.402 0.946 -2.815
H -1.820 -0.754 -2.291
H -0.163 -0.093 -2.196
H -2.155 -1.091 0.192
H -0.444 -1.191 -0.210
H -1.689 0.679 1.792
H 1.293 0.063 1.469
H 0.546 1.143 2.637
H 0.367 1.533 0.938
H -0.693 -0.904 3.381
H -0.100 -1.683 2.134
C -1.342 -8.416 1.118
O -0.657 -7.526 0.271
C -1.418 -6.394 -0.090
C -0.552 -5.325 -0.741
C -1.391 -4.072 -1.034
N 0.007 -5.769 -2.018
H -1.576 -7.931 2.070
H -0.671 -9.227 1.413
H -2.181 -8.909 0.622
H -2.228 -6.661 -0.784
H -1.984 -5.973 0.751
H 0.307 -5.025 -0.133
H -0.819 -3.456 -1.728
H -1.662 -3.576 -0.104
H -2.311 -4.350 -1.550
H -0.038 -6.778 -1.864
H -0.576 -5.627 -2.836
C 1.148 -3.983 2.559
O 1.655 -2.743 2.050
C 2.372 -2.750 0.812
C 3.650 -3.530 0.885
C 4.604 -2.961 1.962
N 4.397 -3.441 -0.386
H 1.985 -4.642 2.797
H 0.363 -4.333 1.893
H 0.778 -3.720 3.551
H 1.734 -2.966 -0.059
H 2.512 -1.691 0.567
H 3.539 -4.577 1.177
H 4.912 -1.951 1.679
H 5.538 -3.514 2.069
H 4.167 -2.800 2.953
H 4.538 -2.461 -0.656
H 5.311 -3.852 -0.242
C -5.084 -6.236 0.696
O -4.241 -5.216 1.146
C -4.300 -5.026 2.557
C -3.139 -4.089 2.937
C -3.171 -3.971 4.460
N -3.399 -2.768 2.354
H -4.829 -7.199 1.154
H -5.075 -6.337 -0.388
H -6.119 -6.011 0.989
H -5.280 -4.585 2.754
H -4.103 -5.948 3.114
H -2.196 -4.531 2.595
H -2.360 -3.341 4.827
H -3.064 -4.917 4.997
H -4.135 -3.557 4.758
H -2.583 -2.124 2.397
H -3.315 -2.999 1.358
C -1.131 3.942 -1.796
O -1.144 3.976 -0.382
C -2.356 4.511 0.157
C -3.581 3.598 -0.009
C -4.791 4.366 0.535
N -3.423 2.329 0.702
H -1.733 3.099 -2.147
H -0.085 3.772 -2.052
H -1.488 4.873 -2.245
H -2.154 4.609 1.225
H -2.560 5.496 -0.274
H -3.729 3.316 -1.053
H -5.634 3.681 0.405
H -5.067 5.308 0.058
H -4.829 4.596 1.603
H -2.873 2.493 1.544
H -2.794 1.719 0.177
C 1.845 -1.343 -5.033
O 2.235 -2.678 -4.966
C 2.323 -3.215 -3.650
C 2.996 -4.607 -3.663
C 2.224 -5.569 -4.570
N 3.031 -5.173 -2.314
H 1.786 -0.989 -6.059
H 2.441 -0.660 -4.413
H 0.840 -1.246 -4.591
H 2.955 -2.526 -3.074
H 1.311 -3.252 -3.227
H 4.008 -4.466 -4.050
H 2.224 -5.205 -5.599
H 1.175 -5.656 -4.299
H 2.741 -6.527 -4.527
H 2.068 -5.473 -2.149
H 3.318 -4.538 -1.558
C -4.477 -2.969 -2.135
O -5.292 -1.834 -2.041
C -5.149 -1.082 -0.847
C -6.306 -0.091 -0.763
C -6.344 0.832 -1.935
N -6.214 0.729 0.440
H -3.425 -2.687 -2.278
H -4.789 -3.592 -2.971
H -4.504 -3.544 -1.202
H -5.117 -1.765 0.009
H -4.187 -0.557 -0.926
H -7.278 -0.593 -0.778
H -7.043 1.660 -1.791
H -6.492 0.339 -2.896
H -5.429 1.422 -2.096
H -6.027 0.167 1.265
H -5.395 1.324 0.345
```

***

2.
Formula: C63H34BiCl4F5N7O2
Source: the Open Molecules 2025 dataset
Level of theory: ωB97M-V with the def2-TZVPD basis set

molar mass: 1366.794 g/mol
total charge: -1
E_tot: -5509.7174 a.u.
lowest unoccupied orbital energy: 1.06 eV
HOMO-LUMO gap: 5.38 eV

```
116
C63H34BiCl4F5N7O2 (ωB97M-V with the def2-TZVPD basis set)
Bi 0.282 -0.101 0.160
Cl -8.622 0.472 4.052
C -7.011 0.732 3.431
C -5.952 0.833 4.307
C -4.670 1.041 3.804
C -4.445 1.140 2.443
C -5.538 1.043 1.577
C -6.817 0.838 2.060
C -3.096 1.373 1.779
C -2.717 -0.874 0.806
C -3.445 -1.734 1.716
C -2.846 -2.947 1.637
C -1.725 -2.810 0.732
C -0.676 -3.693 0.642
C -0.921 -5.070 1.156
C -1.974 -5.828 0.651
C -2.228 -7.107 1.124
C -1.416 -7.631 2.113
Cl -1.724 -9.239 2.715
C -0.356 -6.903 2.630
C -0.111 -5.630 2.141
C 0.650 -3.437 0.173
N 1.236 -2.205 -0.046
C 2.470 -2.428 -0.560
C 3.450 -1.422 -0.922
C 4.542 -1.913 -1.817
C 5.710 -2.470 -1.309
C 6.718 -2.914 -2.154
C 6.546 -2.798 -3.522
Cl 7.811 -3.351 -4.591
C 5.392 -2.252 -4.057
C 4.394 -1.815 -3.199
C 3.489 -0.114 -0.558
C 4.577 0.797 -0.908
C 4.290 1.985 -0.372
C 2.991 1.875 0.309
N 2.554 0.582 0.203
C 2.347 2.994 0.820
C 1.076 3.011 1.457
C 0.130 4.142 1.328
C -1.071 3.660 1.660
C -0.847 2.292 2.148
N 0.506 1.980 2.049
C 2.920 4.334 0.471
C 3.540 5.126 1.433
C 4.050 6.379 1.117
C 3.930 6.842 -0.180
Cl 4.565 8.420 -0.589
C 3.312 6.083 -1.159
C 2.810 4.834 -0.827
C 2.684 -3.817 -0.693
C 1.556 -4.444 -0.210
N -1.738 -1.521 0.206
H -6.120 0.748 5.372
H -3.850 1.111 4.499
H -5.363 1.102 0.509
H -7.658 0.758 1.386
H -4.311 -1.465 2.297
H -3.104 -3.834 2.193
H -2.597 -5.407 -0.128
H -3.044 -7.694 0.725
H 0.267 -7.330 3.403
H 0.719 -5.056 2.532
H 5.833 -2.552 -0.236
H 7.628 -3.343 -1.758
H 5.277 -2.169 -5.129
H 3.482 -1.387 -3.601
H 5.449 0.529 -1.482
H 4.880 2.885 -0.422
H 0.364 5.121 0.937
H -2.018 4.179 1.636
H 3.627 4.750 2.445
H 4.536 6.990 1.866
H 3.221 6.467 -2.166
H 2.317 4.234 -1.584
H 3.572 -4.279 -1.091
H 1.368 -5.505 -0.169
O -0.589 3.898 -2.323
C -1.657 3.416 -2.988
C -1.970 4.016 -4.210
C -3.052 3.581 -4.947
C -3.853 2.544 -4.478
C -3.553 1.959 -3.262
C -2.461 2.371 -2.497
C -2.154 1.722 -1.176
O -0.992 1.953 -0.676
N -3.128 1.000 -0.688
N -2.905 0.470 0.624
C -1.768 1.374 2.526
C -1.290 0.242 3.399
C -1.464 0.325 4.780
C -0.989 -0.688 5.593
C -0.329 -1.760 5.016
C -0.159 -1.746 3.643
N -0.622 -0.779 2.856
H -0.477 3.297 -1.542
H -1.333 4.819 -4.557
H -3.275 4.054 -5.897
H -4.697 2.196 -5.058
H -4.157 1.152 -2.871
H -3.174 2.347 1.295
H -1.926 1.202 5.211
H -1.118 -0.630 6.667
H 0.060 -2.575 5.611
H 0.384 -2.540 3.142
F -0.592 -2.295 -2.427
C 0.027 -1.235 -2.980
C 0.487 -0.194 -2.200
C 1.124 0.821 -2.885
F 1.640 1.873 -2.218
C 1.300 0.831 -4.257
F 1.937 1.837 -4.874
C 0.814 -0.229 -4.999
F 0.969 -0.248 -6.330
C 0.173 -1.271 -4.358
F -0.292 -2.302 -5.081
```

***

3.
Formula: C63H44N10O2SSc
Source: the Open Molecules 2025 dataset
Level of theory: ωB97M-V with the def2-TZVPD basis set

molar mass: 1050.136 g/mol
total charge: -1
E_tot: -4284.2791 a.u.
lowest unoccupied orbital energy: 1.43 eV
HOMO-LUMO gap: 5.65 eV

```
121
C63H44N10O2SSc (ωB97M-V with the def2-TZVPD basis set)
Sc 0.191 -0.635 0.295
C -7.550 -0.757 1.399
C -6.863 -1.417 0.394
C -5.482 -1.355 0.337
C -4.769 -0.625 1.283
C -5.469 0.045 2.282
C -6.848 -0.024 2.341
C -3.292 -0.602 1.256
C -2.659 0.639 1.115
C -3.354 1.894 0.961
C -2.412 2.864 1.002
C -1.141 2.202 1.167
C 0.070 2.857 1.413
C 0.033 4.333 1.510
C 0.231 4.972 2.730
C 0.162 6.351 2.820
C -0.095 7.113 1.693
C -0.286 6.485 0.473
C -0.230 5.106 0.383
C 1.301 2.213 1.590
N 1.517 0.882 1.412
C 2.854 0.686 1.558
C 3.529 -0.536 1.444
C 5.000 -0.488 1.248
C 5.902 -0.607 2.299
C 7.265 -0.579 2.057
C 7.744 -0.422 0.767
C 6.850 -0.304 -0.285
C 5.488 -0.340 -0.048
C 2.917 -1.791 1.464
C 3.617 -3.052 1.491
C 2.675 -4.011 1.656
C 1.401 -3.333 1.708
N 1.578 -1.996 1.568
C 0.159 -3.964 1.874
C -1.084 -3.320 1.781
C -2.344 -3.957 2.082
C -3.309 -3.033 1.877
C -2.636 -1.823 1.470
N -1.295 -2.023 1.432
C 0.165 -5.404 2.192
C 0.834 -5.870 3.321
C 0.822 -7.214 3.645
C 0.149 -8.118 2.842
C -0.509 -7.667 1.710
C -0.502 -6.322 1.386
C 3.508 1.933 1.860
C 2.538 2.879 1.902
N -1.317 0.852 1.183
H -8.629 -0.818 1.454
H -7.407 -1.990 -0.343
H -4.938 -1.875 -0.437
H -4.919 0.603 3.026
H -7.376 0.489 3.133
H -4.415 2.001 0.827
H -2.548 3.926 0.915
H 0.420 4.375 3.610
H 0.302 6.839 3.775
H -0.150 8.191 1.763
H -0.489 7.077 -0.409
H -0.393 4.614 -0.563
H 5.531 -0.719 3.308
H 7.959 -0.676 2.881
H 8.809 -0.392 0.584
H 7.212 -0.178 -1.296
H 4.792 -0.262 -0.872
H 4.682 -3.169 1.402
H 2.813 -5.076 1.708
H -2.468 -4.968 2.425
H -4.370 -3.142 2.010
H 1.350 -5.163 3.955
H 1.332 -7.557 4.533
H 0.129 -9.167 3.103
H -1.034 -8.370 1.080
H -1.007 -5.966 0.500
H 4.562 2.044 2.033
H 2.645 3.925 2.121
S -1.696 -0.394 -1.765
C -1.738 1.331 -2.023
N -2.823 1.972 -2.405
N -3.919 1.241 -2.492
C -5.118 1.709 -2.929
C -6.236 0.868 -2.871
C -7.465 1.318 -3.300
C -7.609 2.605 -3.801
C -6.496 3.431 -3.887
C -5.260 2.999 -3.456
N -0.662 2.130 -1.960
N 0.450 1.681 -1.502
C 1.499 2.577 -1.679
C 1.354 3.810 -2.331
C 2.427 4.667 -2.435
C 3.665 4.316 -1.919
C 3.833 3.080 -1.318
C 2.762 2.216 -1.204
H -3.811 0.255 -2.206
H -6.112 -0.131 -2.479
H -8.321 0.659 -3.250
H -8.576 2.959 -4.127
H -6.595 4.422 -4.306
H -4.386 3.625 -3.518
H 0.394 4.079 -2.746
H 2.300 5.621 -2.925
H 4.499 4.998 -2.001
H 4.795 2.796 -0.911
H 2.878 1.253 -0.739
O 0.167 -2.566 -0.796
N 1.066 -2.754 -1.678
N 1.880 -1.777 -1.822
O 1.802 -0.682 -1.105
C 2.861 -1.870 -2.816
C 3.503 -0.717 -3.255
C 4.455 -0.805 -4.253
C 4.769 -2.034 -4.809
C 4.130 -3.182 -4.360
C 3.176 -3.110 -3.366
H 3.224 0.233 -2.825
H 4.948 0.092 -4.599
H 5.505 -2.102 -5.598
H 4.377 -4.144 -4.786
H 2.657 -3.986 -3.012
```